(1)
ORCA calculation (ωB97M-V/def2-TZVPD) on a cluster of 2 separate species, C3H5OP in total.

Summary:
**SMILES**: C=C=P.C=O
**Total charge**: 0
**Spin multiplicity**: 1
**Energy relative to the best compared isomer or geometry (same formula, charge and spin)**: 59.2 kcal/mol
**Largest force on an atom**: 3.50 eV/Å

Atoms and positions in Å:
C: -1.59700 0.08568 -0.15915
C: -2.30272 1.05378 -0.71107
C: 2.49918 -0.81273 0.18228
O: 2.34907 -0.24755 1.20529
P: -0.64824 -1.04829 0.51467
H: -3.48793 1.00605 -0.73609
H: -1.93846 2.03410 -0.83814
H: 3.59633 -1.05928 -0.19992
H: 1.65140 -1.09382 -0.46358
H: -0.25694 -1.68821 -0.63156

In the Löwdin picture, each atom carries the following charge in e:
1 C -0.571
2 C -0.095
3 C -0.221
4 O -0.029
5 P 0.831
6 H 0.102
7 H 0.026
8 H 0.111
9 H -0.002
10 H -0.152

=====

(2)
ORCA calculation (ωB97M-V/def2-TZVPD) on a cluster of 2 separate species, C3H5OP in total.

Summary:
**Total charge**: 0
**Spin multiplicity**: 1
**Energy relative to the best compared isomer or geometry (same formula, charge and spin)**: 73.5 kcal/mol
**Largest force on an atom**: 4.99 eV/Å

Atoms and positions in Å:
C: -1.01776 -0.10448 0.14394
C: -1.64627 0.98329 -0.05054
C: 0.41540 -0.33925 -0.07618
O: -4.59065 -1.03567 0.47490
P: -4.51913 0.23389 -0.22704
H: -1.49851 -0.87423 0.53353
H: -1.43982 2.09311 -0.32054
H: 0.63264 -0.08098 -1.08501
H: 1.01603 0.24750 0.56623
H: 0.80303 -1.31440 0.09581

In the Löwdin picture, each atom carries the following charge in e:
1 C -0.335
2 C -0.040
3 C -0.105
4 O -0.613
5 P 0.801
6 H 0.031
7 H 0.062
8 H 0.069
9 H 0.065
10 H 0.064